Computed, not measured: a cluster of 2 separate species, CH6NS in total in a non-equilibrium geometry, with ωB97M-V with the def2-TZVPD basis set.

Last columns: bonded neighbours and bond lengths (Å).
Geometry (Å):
1 S -1.789 -0.277 -0.619  C3 1.756, H9 1.416
2 N 0.736 0.531 -0.341  C3 1.479, H4 1.004, H6 1.019, H7 1.047
3 C -0.298 -0.306 0.307  S1 1.756, N2 1.479, H8 1.159
4 H 1.200 0.273 -1.193  N2 1.004
5 H 1.190 -1.828 0.489  no bonds
6 H 0.502 1.496 -0.570  N2 1.019
7 H 1.558 0.731 0.275  N2 1.047
8 H -0.464 0.256 1.307  C3 1.159
9 H -2.635 -0.876 0.345  S1 1.416

Summary:
Energy above the lowest of the compared OMol25 structures with the same formula, charge and spin (kJ/mol): 415.2
Frontier orbital gap (alpha / beta) (eV): 8.521 / 8.637
Total charge: +1
HOMO energy (alpha / beta) (eV): -14.4 / -13.9
Energy (eV): -13447.808

Results of the Mulliken charge analysis, in e, for atoms 1 through 5: atom 1 (S): -0.13, atom 2 (N): -0.40, atom 3 (C): -0.33, atom 4 (H): 0.36, atom 5 (H): 0.19